{"formula": "C20H23N3O4", "method": "ωB97M-V/def2-TZVPD", "species": ["O", "O", "O", "O", "N", "N", "N", "C", "C", "C", "C", "C", "C", "C", "C", "C", "C", "C", "C", "C", "C", "C", "C", "C", "C", "C", "C", "H", "H", "H", "H", "H", "H", "H", "H", "H", "H", "H", "H", "H", "H", "H", "H", "H", "H", "H", "H", "H", "H", "H"], "positions_angstrom": [[1.366319, 5.460644, 1.443752], [0.274499, 3.610279, 0.785119], [-0.125074, -2.933440, 0.306329], [-5.280133, -4.873150, -0.142154], [2.426469, 2.129448, 0.789021], [2.030907, 0.008185, 0.250212], [2.054539, 0.705353, 2.574242], [-0.694349, 4.920675, -1.019702], [2.075672, 0.326159, -2.250914], [1.323795, 4.272852, 1.265497], [-2.528907, -2.525483, 0.069922], [2.476185, 3.323815, 1.575011], [2.155532, 0.717302, -0.929883], [2.142972, 0.890221, 1.323323], [-1.615189, -4.735920, 0.213771], [-0.863810, 4.378943, 0.392294], [0.133885, -1.551435, 0.265249], [-2.880056, -5.280589, 0.105324], [1.655923, -1.371161, 0.352533], [-1.422590, -3.358233, 0.196121], [-3.793585, -3.070259, -0.038955], [2.254900, 1.304087, -3.222022], [2.584575, 3.025039, -1.553841], [-5.531994, -6.256382, -0.137353], [-3.987728, -4.448802, -0.024504], [2.503364, 2.624469, -2.881627], [2.407410, 2.057570, -0.586000], [-5.037034, -6.759180, -0.974864], [2.403505, 3.008358, 2.621678], [2.773595, 4.053989, -1.290515], [-2.422440, -1.452439, 0.056231], [-6.610779, -6.359574, -0.243959], [-0.473414, 4.108490, -1.708800], [-1.706345, 3.687277, 0.451937], [0.122739, 5.637240, -1.046588], [2.013369, -1.774725, 1.304259], [-5.216436, -6.720586, 0.802877], [1.878223, -0.697698, -2.527694], [-1.607846, 5.417882, -1.332530], [-0.231198, -1.111046, -0.673844], [1.858207, -0.245428, 2.857683], [-4.656912, -2.431653, -0.137584], [2.129951, -1.936080, -0.454259], [-1.001802, 5.199916, 1.103133], [-0.349134, -1.033906, 1.106596], [-2.986099, -6.353474, 0.123102], [3.417632, 3.863409, 1.427709], [2.633947, 3.358354, -3.662223], [2.195120, 1.026600, -4.263388], [-0.751923, -5.374468, 0.314255]], "atomic_forces_ev_per_a": [[0.04, 0.05, 0.02], [0.01, -0.32, 0.02], [0.09, -0.10, 0.01], [0.08, 0.28, 0.00], [0.10, -0.03, -0.15], [-0.01, 0.27, 0.22], [-0.09, -0.08, 0.59], [0.12, -0.20, 0.34], [-0.01, -0.05, 0.30], [0.20, -0.02, 0.08], [0.26, 0.08, 0.03], [-0.02, 0.11, 0.01], [0.10, 0.47, -0.39], [0.04, -0.40, 0.23], [0.18, 0.35, 0.01], [-0.33, 0.46, -0.15], [0.13, 0.29, -0.02], [-0.26, -0.08, -0.02], [-0.40, -0.32, 0.12], [-0.09, -0.27, -0.01], [-0.17, -0.32, -0.01], [0.02, 0.15, -0.18], [-0.02, -0.13, 0.29], [-0.03, -0.18, 0.00], [0.05, 0.21, 0.00], [-0.02, -0.05, -0.21], [0.04, -0.21, -0.52], [-0.01, 0.01, 0.04], [0.03, 0.12, -0.12], [0.03, 0.14, 0.03], [0.04, 0.10, 0.00], [0.08, -0.05, 0.01], [-0.01, -0.05, -0.09], [0.11, 0.08, 0.04], [0.04, 0.08, -0.04], [0.03, 0.02, -0.15], [0.00, 0.01, -0.04], [-0.03, -0.13, -0.02], [-0.10, 0.07, -0.06], [0.01, -0.02, 0.11], [-0.03, -0.04, -0.15], [-0.10, 0.08, -0.01], [0.02, 0.03, 0.10], [-0.04, -0.18, -0.07], [0.04, -0.03, -0.11], [-0.04, -0.10, 0.00], [-0.17, -0.03, 0.04], [0.01, 0.06, -0.07], [0.00, -0.02, -0.09], [0.10, -0.08, 0.01]], "mulliken_charge": [-0.626, -0.244, -0.338, -0.435, 0.053, 0.370, -0.820, -1.063, -0.676, 0.595, -0.124, -0.901, 0.812, 0.606, -0.846, -0.348, -0.029, -0.094, -1.752, 0.150, -0.834, -0.727, -0.582, -0.833, 0.698, -0.776, 0.427, 0.335, 0.428, 0.467, 0.427, 0.238, 0.249, 0.315, 0.294, 0.367, 0.333, 0.382, 0.418, 0.488, 0.239, 0.391, 0.337, 0.332, 0.398, 0.372, 0.332, 0.393, 0.403, 0.397], "relative_energy_kcal_mol": 71.5, "smiles": "[H]/N=c1\\n(CCOc2ccc(OC)cc2)c2ccccc2n1CC(=O)OCC", "lumo_energy_ha": 0.0240, "orbital_gap_ev": 8.343, "mol_weight_g_mol": 369.42}

---

{"formula": "C20H23N3O5S", "method": "ωB97M-V/def2-TZVPD", "species": ["S", "O", "O", "O", "O", "O", "N", "N", "N", "C", "C", "C", "C", "C", "C", "C", "C", "C", "C", "C", "C", "C", "C", "C", "C", "C", "C", "C", "C", "H", "H", "H", "H", "H", "H", "H", "H", "H", "H", "H", "H", "H", "H", "H", "H", "H", "H", "H", "H", "H", "H", "H"], "positions_angstrom": [[-0.521309, -1.544722, -2.618789], [2.932930, -2.501921, -2.658520], [0.349535, -2.789965, 1.296508], [-0.313131, -0.824115, -3.845829], [-1.096863, -2.852409, -2.695282], [3.068030, -0.605330, 1.457300], [2.368066, -2.906193, 0.235752], [0.947064, -1.705907, -1.774013], [1.038964, -0.514871, 2.496471], [1.968024, -1.067876, 1.711831], [1.467142, -2.360163, 1.063613], [-2.990439, 1.004262, 0.230917], [-1.677162, -0.974714, -0.205804], [-1.109847, 3.733670, 2.263221], [2.824117, -1.139259, -3.019081], [0.478919, 1.907854, 0.927457], [1.699546, -2.909675, -2.107585], [1.961699, -3.760101, -0.846439], [-1.988545, 0.669203, -1.935814], [-0.435067, 2.754484, 2.972005], [-2.435281, -0.200680, 0.653517], [0.371122, 1.838846, 2.310855], [-3.847263, 1.803457, 1.161499], [1.842803, -0.580552, -1.985859], [-0.195525, 2.884445, 0.218978], [-1.457623, -0.526346, -1.494023], [1.153482, 0.800154, 3.078238], [-0.988712, 3.802298, 0.886419], [-2.757011, 1.430351, -1.071404], [-2.614861, -0.540916, 1.662768], [0.822457, 0.766074, 4.119938], [-4.825554, 1.332695, 1.258061], [1.037857, -4.259540, -0.551056], [1.117832, -3.503508, -2.827983], [-3.398060, 1.849830, 2.150831], [-3.988814, 2.814738, 0.791227], [-0.526557, 2.709302, 4.048027], [3.819523, -0.698597, -2.977719], [1.276463, 0.273850, -2.350612], [-0.094736, 2.933617, -0.854688], [-3.183961, 2.361365, -1.413495], [3.223473, -2.373843, 0.113470], [2.352300, -0.329379, -1.050653], [-1.256382, -1.916251, 0.107632], [2.400875, -1.040778, -4.026927], [0.153989, -1.006434, 2.538136], [-1.800062, 0.978759, -2.951993], [-1.508090, 4.571589, 0.334987], [1.103472, 1.199157, 0.405178], [-1.728710, 4.446012, 2.788740], [2.218639, 1.056622, 3.052119], [2.741244, -4.488586, -1.072127]], "atomic_forces_ev_per_a": [[0.17, 0.14, 0.26], [0.08, -0.09, 0.30], [0.01, -0.05, 0.04], [-0.04, 0.23, 0.12], [-0.03, -0.19, 0.28], [0.11, 0.04, -0.04], [0.43, 0.21, -0.03], [-1.03, 0.06, -0.38], [-0.30, -0.21, 0.12], [-0.04, 0.19, 0.11], [-0.01, -0.28, 0.01], [0.01, -0.01, -0.09], [-0.05, -0.14, 0.16], [-0.05, 0.13, -0.04], [-0.18, 0.43, -0.17], [0.01, 0.05, 0.00], [-0.34, -1.18, 0.06], [-0.21, 0.12, -0.43], [0.03, 0.05, -0.22], [0.10, -0.10, 0.01], [0.04, -0.04, -0.17], [-0.05, -0.01, 0.07], [-0.04, -0.05, 0.01], [0.54, 0.43, -0.04], [0.15, -0.01, -0.01], [0.37, -0.17, -0.41], [0.28, 0.14, 0.02], [-0.04, 0.11, 0.04], [-0.05, -0.18, 0.03], [-0.01, -0.06, 0.13], [0.08, 0.03, -0.09], [-0.09, 0.01, 0.03], [0.11, -0.04, -0.08], [0.25, 0.02, 0.13], [0.00, 0.05, 0.08], [-0.03, 0.10, 0.02], [-0.01, -0.02, 0.12], [-0.08, 0.04, -0.01], [0.16, 0.13, 0.04], [0.00, 0.00, -0.10], [-0.03, 0.11, -0.03], [-0.14, -0.01, 0.15], [-0.04, 0.03, -0.09], [0.02, -0.08, 0.13], [0.10, 0.01, 0.09], [0.14, -0.01, -0.07], [-0.01, 0.11, -0.11], [-0.07, 0.08, -0.06], [0.09, -0.10, -0.08], [-0.06, 0.06, 0.04], [-0.15, -0.04, 0.12], [-0.11, -0.04, 0.04]], "mulliken_charge": [1.441, -0.472, -0.711, -0.709, -0.764, -0.690, -0.173, 0.304, -0.108, 0.566, 0.491, 0.865, -0.432, -0.756, -0.559, 0.186, -0.099, -1.124, -0.301, -0.580, -0.850, 0.536, -1.692, -0.615, -0.476, -0.065, -1.064, -0.506, -0.791, 0.432, 0.442, 0.451, 0.370, 0.564, 0.339, 0.348, 0.366, 0.380, 0.514, 0.464, 0.362, 0.337, 0.185, 0.633, 0.292, 0.235, 0.565, 0.480, 0.253, 0.394, 0.312, 0.433], "relative_energy_kcal_mol": 17.3, "smiles": "Cc1ccc(S(=O)(=O)N2CCO[C@H]2CNC(=O)C(=O)NCc2ccccc2)cc1", "lumo_energy_ha": 0.0211, "orbital_gap_ev": 9.928, "mol_weight_g_mol": 417.49}

---

no.,HOMO (eV),calculated total energy (hartree)
1,-7.689,-1241.16526
2,-9.355,-1714.62378